(1)
ORCA calculation (wB97M-V/def2-TZVPD) on a cluster of 2 separate species, C5H12NO in total.

Summary:
energy relative to the best compared isomer or geometry (same formula, charge and spin): 433.19 kJ/mol
HOMO-LUMO gap (spin up / spin down): 5.8 / 5.8 eV

Structure (ORCA input):
```
! RIJCOSX wB97M-V def2-TZVPD def2/J DEFGRID3
* xyz -1 1
C -0.598 0.551 1.078
C -0.376 0.065 -1.369
C -1.247 -1.661 0.334
C 2.279 0.926 0.471
C -0.147 -0.474 0.080
N 1.130 -0.993 0.414
O 1.406 -1.848 -0.557
H -0.987 0.058 1.921
H 0.197 1.123 1.360
H -1.431 1.131 0.776
H 0.151 -0.697 -1.965
H 0.096 1.006 -1.558
H -1.517 0.070 -1.615
H -1.077 -2.332 -0.455
H -1.038 -2.097 1.324
H -2.182 -1.120 0.072
H 1.612 1.391 -0.232
H 1.960 1.075 1.476
H 3.226 0.533 0.210
*
```

---

(2)
ORCA calculation (wB97M-V/def2-TZVPD) on the ion C7H10NO2 with charge +1.

Summary:
energy relative to the best compared isomer or geometry (same formula, charge and spin): 514.22 kJ/mol
HOMO-LUMO gap (spin up / spin down): 8.1 / 8.1 eV

Structure (ORCA input):
```
! RIJCOSX wB97M-V def2-TZVPD def2/J DEFGRID3
* xyz 1 1
C -1.418 -1.781 0.565
C -1.714 1.088 0.305
C -0.186 -1.706 1.412
C 0.643 1.396 0.344
C 1.384 1.233 -0.920
C 0.872 -0.990 -1.404
C -0.433 -0.742 0.197
N -0.543 0.593 0.394
O -2.415 -2.364 0.280
O 1.801 -0.047 -1.055
H -2.567 0.513 0.475
H -2.057 2.132 0.383
H -0.210 -0.983 2.303
H 0.574 -2.438 1.336
H 1.285 0.921 1.217
H 0.456 2.571 0.434
H 0.809 1.574 -1.843
H 2.352 1.905 -1.000
H 1.265 -1.969 -1.230
H 0.104 -0.905 -2.193
*
```

---

(3)
ORCA calculation (wB97M-V/def2-TZVPD) on a structure of composition C18H26AsN7O6SSn.

Summary:
energy relative to the best compared isomer or geometry (same formula, charge and spin): 0.00 kJ/mol
HOMO-LUMO gap: 9.4 eV

Structure (ORCA input):
```
! RIJCOSX wB97M-V def2-TZVPD def2/J DEFGRID3
* xyz 2 1
Sn 0.999 0.586 -0.542
O 2.930 0.521 0.282
N 3.056 1.079 1.499
C 3.945 0.523 2.342
C 4.165 1.096 3.566
C 3.444 2.238 3.915
C 2.516 2.763 3.044
C 2.317 2.171 1.799
S 1.147 2.731 0.639
H 4.448 -0.353 1.963
H 4.893 0.659 4.233
H 3.608 2.709 4.875
H 1.931 3.634 3.300
O 4.239 -0.849 -6.250
C 3.289 -1.187 -5.359
O 2.665 -2.189 -5.479
C 3.044 -0.215 -4.239
C 3.562 1.061 -4.100
N 3.052 1.596 -2.982
N 2.240 0.731 -2.379
C 2.210 -0.380 -3.108
C 1.354 -1.508 -2.556
O 1.116 -2.525 -3.108
O 0.855 -1.222 -1.325
H 4.723 -0.048 -6.027
H 4.238 1.634 -4.714
H 3.253 2.493 -2.568
C -2.939 -1.421 4.628
C -3.308 -2.226 3.386
C -4.127 -1.399 2.403
C -2.079 -2.856 2.729
N -1.086 -1.857 2.292
C -0.053 -1.324 2.969
N 0.544 -0.442 2.208
N -0.170 -0.469 1.066
N -1.137 -1.309 1.093
H -3.838 -1.098 5.150
H -2.382 -0.516 4.369
H -2.345 -2.007 5.333
H -3.908 -3.085 3.700
H -3.567 -0.525 2.061
H -5.033 -1.034 2.885
H -4.422 -1.985 1.530
H -2.338 -3.428 1.840
H -1.558 -3.512 3.425
H 0.224 -1.602 3.971
C -3.298 0.411 -0.882
As -2.116 1.075 -2.221
C -1.993 -0.170 -3.660
C -2.734 2.768 -2.835
O -0.556 1.345 -1.608
H -4.291 0.312 -1.318
H -3.331 1.119 -0.055
H -2.947 -0.559 -0.537
H -2.978 -0.309 -4.104
H -1.619 -1.120 -3.280
H -1.306 0.223 -4.408
H -3.749 2.661 -3.218
H -2.077 3.119 -3.627
H -2.723 3.471 -2.004
*
```

---

(4)
ORCA calculation (wB97M-V/def2-TZVPD) on an isolated molecule of C5H9NO.

Summary:
energy relative to the best compared isomer or geometry (same formula, charge and spin): 133.68 kJ/mol
HOMO-LUMO gap: 11.6 eV
SMILES string: C[C@@H](O)[C@@H](C)C#N

Structure (ORCA input):
```
! RIJCOSX wB97M-V def2-TZVPD def2/J DEFGRID3
* xyz 0 1
C -1.405 -0.274 -0.738
C -0.705 -0.215 0.610
O -0.423 -1.497 1.147
C 0.671 0.495 0.558
C 1.700 -0.201 -0.336
C 0.479 1.837 0.132
N 0.120 2.845 -0.332
H -1.485 0.869 -1.264
H -2.435 -0.621 -0.614
H -0.883 -0.948 -1.429
H -1.339 0.355 1.306
H -1.215 -2.038 1.037
H 1.051 0.527 1.582
H 2.677 0.283 -0.255
H 1.400 -0.177 -1.387
H 1.793 -1.240 -0.017
*
```

---

(5)
ORCA calculation (wB97M-V/def2-TZVPD) on an isolated molecule of C17H18F3N3O5.

Summary:
HOMO-LUMO gap: 7.8 eV
SMILES string: CCOC(=O)[C@@](NC(=O)c1ccc(OC)cc1)(Nc1cc(C)on1)C(F)(F)F

Structure (ORCA input):
```
! RIJCOSX wB97M-V def2-TZVPD def2/J DEFGRID3
* xyz 0 1
C -2.417 -0.213 3.507
C -2.317 1.240 3.007
H -1.746 1.959 3.683
H -3.438 1.594 2.891
O -1.783 1.233 1.593
C -2.620 1.253 0.715
O -3.849 1.176 0.800
C -1.727 1.470 -0.754
N -0.352 1.301 -0.433
C 0.662 0.818 -1.270
O 0.275 0.831 -2.400
C 1.895 0.814 -0.834
C 2.890 -0.309 -1.529
C 4.191 -0.226 -0.959
C 4.627 0.351 -0.002
C 3.704 1.204 0.928
C 2.512 1.246 0.436
H 1.809 2.057 0.990
H 4.264 1.877 1.593
O 5.860 0.314 0.750
C 6.772 -0.578 -0.104
H 7.621 -0.392 0.716
H 6.480 -1.501 0.046
H 6.939 -0.201 -0.869
H 4.808 -0.812 -1.790
H 2.583 -0.619 -2.301
H -0.044 1.106 0.638
N -2.198 0.680 -1.620
C -2.429 -0.809 -1.028
N -2.166 -1.121 0.199
O -2.461 -2.304 0.195
C -2.802 -2.939 -1.092
C -2.676 -1.880 -1.876
H -2.908 -2.101 -2.970
C -3.132 -4.423 -1.065
H -3.201 -4.424 -2.073
H -2.269 -4.948 -0.815
H -4.011 -4.551 -0.246
H -1.837 0.649 -2.496
C -2.034 3.012 -1.080
F -1.437 3.713 -0.107
F -1.352 3.194 -2.045
F -3.287 3.111 -1.432
H -3.003 -0.950 2.683
H -3.106 -0.267 4.290
H -1.292 -0.635 3.530
*
```

---

(6)
ORCA calculation (wB97M-V/def2-TZVPD) on an isolated molecule of C7H10N2O.

Summary:
energy relative to the best compared isomer or geometry (same formula, charge and spin): 751.61 kJ/mol
HOMO-LUMO gap (spin up / spin down): 7.3 / 7.4 eV

Structure (ORCA input):
```
! RIJCOSX wB97M-V def2-TZVPD def2/J DEFGRID3
* xyz 0 1
C -1.787 -0.270 -1.473
C -1.422 -0.935 -0.362
C 1.673 -0.262 -0.278
C 1.633 0.337 1.143
C 0.692 1.590 0.937
C -0.995 0.496 -0.400
C -1.616 -2.187 0.432
N 0.032 1.332 -0.372
N 0.310 2.220 -1.328
O 1.214 -1.332 -0.568
H -2.634 -0.098 -2.211
H 1.206 -0.331 1.982
H 2.602 0.529 1.510
H 0.094 1.877 1.745
H 1.315 2.484 0.666
H -2.457 -2.748 0.089
H -1.817 -1.845 1.353
H -0.658 -2.749 0.376
H 0.195 1.748 -2.207
H 2.419 0.141 -1.034
*
```

---

Please write out number 6 again, unchanged.
ORCA calculation (wB97M-V/def2-TZVPD) on an isolated molecule of C7H10N2O.

Summary:
energy relative to the best compared isomer or geometry (same formula, charge and spin): 751.61 kJ/mol
HOMO-LUMO gap (spin up / spin down): 7.3 / 7.4 eV

Structure (ORCA input):
```
! RIJCOSX wB97M-V def2-TZVPD def2/J DEFGRID3
* xyz 0 1
C -1.787 -0.270 -1.473
C -1.422 -0.935 -0.362
C 1.673 -0.262 -0.278
C 1.633 0.337 1.143
C 0.692 1.590 0.937
C -0.995 0.496 -0.400
C -1.616 -2.187 0.432
N 0.032 1.332 -0.372
N 0.310 2.220 -1.328
O 1.214 -1.332 -0.568
H -2.634 -0.098 -2.211
H 1.206 -0.331 1.982
H 2.602 0.529 1.510
H 0.094 1.877 1.745
H 1.315 2.484 0.666
H -2.457 -2.748 0.089
H -1.817 -1.845 1.353
H -0.658 -2.749 0.376
H 0.195 1.748 -2.207
H 2.419 0.141 -1.034
*
```